# 1
84
Properties=species:S:1:pos:R:3:forces:R:3:lowdin_charge:R:1 method="wB97M-V/def2-TZVPD" energy_ev=-63134.42881 gap_ha=0.26586 max_force_ev_per_a=1.2 charge=+2 spin_multiplicity=1 mol_weight_g_mol=786.67
Bi 0.28884 -0.25562 -1.98974 0.08 0.14 0.14 1.941
O 2.70254 -0.01402 -1.55744 -0.36 -0.53 -0.06 -0.158
C 3.03434 -0.42822 -0.20754 0.52 -0.18 0.76 -0.315
C 1.80264 -0.26742 0.67116 -0.04 0.43 0.02 -0.507
O 1.82774 -0.23212 1.86276 0.15 0.03 0.08 0.169
O 0.62694 -0.26982 0.02406 -0.21 -0.05 -0.19 -0.269
C 3.23504 -1.93962 -0.09864 0.26 -0.06 -0.31 -0.166
C 2.62284 -2.82342 -0.97834 -0.02 0.17 0.09 -0.050
C 2.79894 -4.18892 -0.82674 -0.08 -0.09 -0.04 -0.057
C 3.57764 -4.67762 0.20896 -0.06 -0.02 -0.08 -0.050
C 4.16024 -3.80042 1.10916 -0.03 0.05 0.04 -0.029
C 3.98634 -2.43642 0.96126 -0.07 -0.03 -0.08 0.001
C 4.25334 0.35468 0.24486 -0.17 0.11 -0.07 -0.163
C 4.18754 1.40668 1.14736 -0.03 -0.18 -0.01 -0.023
C 5.34424 2.07928 1.50556 0.03 0.05 0.00 -0.055
C 6.56144 1.72968 0.94936 -0.04 -0.01 0.09 -0.053
C 6.62694 0.69418 0.03236 0.02 0.02 -0.15 -0.047
C 5.47864 0.01258 -0.32194 -0.10 0.01 0.05 -0.029
H 3.45454 -0.24892 -2.12584 -0.10 0.12 0.03 0.142
H 1.99904 -2.45662 -1.79094 0.16 -0.11 -0.10 0.058
H 2.32634 -4.86952 -1.51664 -0.03 -0.10 -0.09 0.112
H 3.72124 -5.74092 0.31516 0.02 -0.11 0.02 0.117
H 4.74794 -4.17582 1.93256 0.06 -0.04 0.05 0.120
H 4.42044 -1.74952 1.66936 0.11 0.04 0.09 0.135
H 3.25014 1.67828 1.60346 -0.07 0.02 0.07 0.111
H 5.29804 2.87038 2.23646 -0.03 0.13 0.09 0.115
H 7.45904 2.24608 1.24786 0.12 0.07 0.02 0.115
H 7.57324 0.41098 -0.39534 0.16 -0.06 -0.09 0.115
H 5.53904 -0.81832 -1.01144 0.07 -0.13 -0.07 0.127
O -1.67326 0.05288 -1.32324 -0.22 -0.26 -0.04 -0.548
P -2.78696 -0.13842 -0.23504 -0.13 0.33 -0.06 0.640
N -3.66866 -1.41202 -0.77764 0.61 0.52 0.69 -0.189
C -3.09786 -2.57842 -1.45834 0.13 -0.14 -0.42 -0.192
C -3.85146 -3.76562 -0.87144 -0.01 0.09 -0.03 -0.153
C -5.24166 -3.17932 -0.63284 0.15 0.01 0.02 -0.143
C -4.94156 -1.76702 -0.13034 -0.48 0.10 0.19 -0.170
N -2.25376 -0.32242 1.29856 -0.46 0.08 -1.15 -0.184
C -1.86956 -1.63482 1.83316 -0.11 -0.58 0.07 -0.165
C -1.15356 -1.32522 3.15546 0.03 0.04 0.04 -0.137
C -1.48876 0.13908 3.44376 0.07 -0.04 -0.08 -0.136
C -1.57556 0.73468 2.04536 0.06 0.48 0.26 -0.184
N -3.61336 1.27958 -0.30794 0.27 -0.86 0.12 -0.183
C -4.56726 1.71768 0.72256 -0.23 0.24 0.45 -0.188
C -5.86446 1.99598 -0.02964 0.13 0.06 -0.04 -0.153
C -5.35426 2.49428 -1.37944 0.01 -0.07 0.11 -0.149
C -4.14486 1.60418 -1.64484 0.05 0.24 -0.54 -0.195
H -2.01766 -2.62982 -1.30544 0.02 -0.13 0.01 0.092
H -3.29706 -2.49102 -2.53204 0.12 -0.07 0.03 0.126
H -3.39756 -4.07192 0.07096 0.03 -0.04 0.05 0.114
H -3.86396 -4.61682 -1.54674 0.04 -0.05 0.00 0.122
H -5.82646 -3.75262 0.08216 -0.05 0.03 -0.02 0.124
H -5.78976 -3.13052 -1.57324 -0.06 -0.02 -0.01 0.123
H -4.84846 -1.74792 0.95956 -0.01 0.01 0.00 0.116
H -5.71976 -1.05992 -0.42384 0.00 -0.02 0.08 0.109
H -1.20706 -2.16882 1.14546 -0.01 -0.04 0.03 0.109
H -2.76866 -2.23572 1.98706 0.07 -0.03 -0.02 0.112
H -0.07716 -1.43162 3.03276 -0.02 -0.03 -0.01 0.099
H -1.47716 -1.98872 3.95346 0.01 -0.04 -0.02 0.120
H -0.71946 0.61588 4.04396 0.00 0.08 0.05 0.122
H -2.44496 0.22948 3.95676 -0.06 0.04 0.01 0.120
H -0.56756 0.89598 1.64936 -0.10 0.07 0.05 0.094
H -2.14976 1.65908 1.98996 0.05 0.02 0.07 0.109
H -4.19526 2.64338 1.17046 -0.02 -0.08 0.09 0.120
H -4.67326 0.96698 1.50336 0.01 0.03 0.08 0.114
H -6.47886 2.73248 0.48116 -0.05 -0.03 0.05 0.123
H -6.44646 1.08278 -0.14694 -0.05 -0.04 -0.01 0.104
H -5.03496 3.53128 -1.28974 -0.02 0.09 -0.04 0.120
H -6.09516 2.42628 -2.17124 0.01 0.03 -0.05 0.122
H -3.37866 2.10938 -2.23594 -0.08 -0.02 -0.07 0.105
H -4.43146 0.68758 -2.16964 -0.03 0.04 -0.04 0.113
N 0.25854 2.06578 -1.83914 -0.04 -0.09 -0.05 -0.012
C 1.50204 2.75628 -1.53334 0.47 0.28 0.02 -0.312
C 2.53894 2.70908 -2.45254 -0.19 0.16 0.11 -0.053
C 3.71484 3.38978 -2.19184 -0.11 -0.06 -0.05 -0.040
C 3.84594 4.12568 -1.02454 -0.08 0.06 0.00 -0.049
C 2.80904 4.16228 -0.10824 0.01 -0.03 -0.02 -0.057
C 1.63714 3.46158 -0.34954 -0.16 -0.10 -0.14 -0.021
H -0.41956 2.21328 -1.08794 -0.06 -0.03 -0.10 0.102
H -0.15116 2.44408 -2.69484 -0.04 0.05 0.09 0.131
H 2.41464 2.15688 -3.37114 0.05 -0.09 -0.24 0.115
H 4.52044 3.35218 -2.90624 0.11 0.03 -0.10 0.120
H 4.74814 4.68638 -0.84384 0.13 0.02 0.07 0.122
H 2.90044 4.74168 0.79716 0.03 0.04 0.09 0.123
H 0.82854 3.49518 0.36516 -0.15 0.02 0.12 0.122

---

# 2
186
Properties=species:S:1:pos:R:3:forces:R:3:lowdin_charge:R:1 method="wB97M-V/def2-TZVPD" smiles="O=S1(=O)CCCC1.O=S1(=O)CCCC1.O=S1(=O)CCCC1.O=S1(=O)CCCC1.O=S1(=O)CCCC1.O=S1(=O)CCCC1.O=S1(=O)CCCC1.O=S1(=O)CCCC1.O=S1(=O)CCCC1.COC[C@H](C)N.COC[C@H](C)N.COC[C@H](C)N" energy_ev=-196456.93763 gap_ha=0.33478 max_force_ev_per_a=3.8 charge=0 spin_multiplicity=1 mol_weight_g_mol=1348.97
O -6.77748 -1.13943 1.77713 0.42 0.00 -0.33 -0.333
S -5.89157 -0.32611 2.58300 0.52 -0.61 0.84 0.690
O -4.64445 -0.89051 3.08805 -0.54 0.23 -0.52 -0.337
C -5.64268 1.28794 1.80813 0.18 -1.77 -0.38 -0.250
C -5.97834 2.26089 2.86740 -2.29 1.30 -0.98 -0.206
C -7.24785 1.70162 3.64380 1.75 -0.29 0.24 -0.159
C -6.88338 0.21405 3.96918 0.29 1.40 0.93 -0.219
H -6.27648 1.21311 0.95224 -0.84 0.38 -0.51 0.101
H -4.64321 1.37728 1.43153 0.74 -0.20 0.16 0.075
H -5.07915 2.34825 3.43044 0.19 0.37 1.06 0.066
H -6.18524 3.22886 2.32137 0.13 -0.72 1.01 0.141
H -8.17039 1.73289 3.09782 -0.23 0.10 -0.80 0.102
H -7.43120 2.29704 4.52944 0.11 -0.09 0.36 0.101
H -7.72109 -0.45168 4.02661 -0.51 -0.27 -0.15 0.087
H -6.34161 0.12951 4.93695 0.03 0.09 -0.86 0.114
O 5.72592 -1.63637 0.20790 -1.19 -0.53 0.01 -0.327
S 4.36621 -1.82336 0.73171 1.23 2.09 0.29 0.724
O 3.57599 -0.59459 0.88353 0.26 -1.25 -0.23 -0.333
C 3.51674 -3.11334 -0.17224 1.54 -0.56 0.62 -0.194
C 3.23679 -4.23778 0.82646 1.44 0.14 -1.55 -0.189
C 4.33336 -4.16402 1.85128 0.66 0.04 0.52 -0.200
C 4.51780 -2.69935 2.24394 -0.36 0.23 1.31 -0.223
H 4.23118 -3.39777 -0.94049 -0.19 -0.03 -0.27 0.113
H 2.63776 -2.70106 -0.52735 -1.65 0.84 -1.14 0.052
H 2.35629 -4.00484 1.29728 -2.30 0.42 0.98 0.050
H 3.09243 -5.16654 0.26731 0.30 -0.09 0.38 0.133
H 5.26111 -4.55074 1.46580 0.52 -0.07 -0.37 0.118
H 4.15376 -4.73134 2.73861 -0.42 -0.48 0.60 0.104
H 5.48011 -2.45925 2.69211 0.20 -0.06 -0.34 0.109
H 3.81297 -2.28546 3.00228 -0.03 -0.57 -0.77 0.109
O 0.88772 -6.51086 -4.19503 0.47 -0.74 -0.36 -0.321
S -0.06189 -5.52292 -3.78586 -0.36 0.72 1.35 0.684
O -1.43132 -5.92371 -3.48726 0.83 0.31 -0.20 -0.337
C 0.73193 -4.55535 -2.39470 1.51 -0.76 -1.73 -0.165
C 1.15963 -3.20514 -3.10977 0.13 -0.58 1.11 -0.199
C 1.17422 -3.37556 -4.63684 0.48 -1.38 1.05 -0.211
C -0.05459 -4.18133 -4.97116 -1.83 -0.04 0.11 -0.239
H 1.67270 -5.13117 -2.18185 -0.90 0.28 -0.27 0.102
H 0.09574 -4.59118 -1.51350 0.11 0.55 -0.42 0.048
H 0.45929 -2.43234 -2.82868 -0.03 0.35 0.10 0.067
H 2.19032 -2.96767 -2.78320 -0.68 0.26 0.00 0.102
H 2.05377 -4.03028 -4.81239 -0.37 0.47 -0.52 0.126
H 1.29308 -2.43226 -5.13832 -0.06 0.30 -0.31 0.106
H -0.12188 -4.61732 -5.95986 0.28 -0.16 -0.21 0.106
H -1.07118 -3.74184 -4.77061 1.14 0.34 -0.14 0.112
O 5.30018 0.04346 3.74569 0.69 -1.11 -0.05 -0.309
S 4.98547 1.42600 3.89080 -2.00 -0.72 -0.67 0.622
O 5.79772 2.27214 4.67168 1.11 1.31 1.63 -0.282
C 4.73582 2.20188 2.35182 -1.13 -0.94 -1.00 -0.265
C 3.73739 3.31897 2.55050 0.19 -0.29 0.84 -0.183
C 2.78389 2.86344 3.70713 -1.15 -0.34 -1.23 -0.208
C 3.21580 1.52396 4.24217 0.08 -0.44 0.48 -0.234
H 4.26415 1.41050 1.71692 0.90 0.55 0.16 0.092
H 5.62332 2.64656 1.98829 1.22 -0.28 -0.62 0.101
H 4.32562 4.20585 2.82784 -0.68 0.04 -0.26 0.119
H 3.25036 3.38725 1.57548 -0.28 0.72 0.35 0.103
H 1.75875 2.66708 3.26695 0.90 0.96 0.99 0.098
H 2.82487 3.48545 4.57962 -0.51 1.11 -0.10 0.103
H 2.83359 0.76531 3.54355 -0.02 -0.35 0.76 0.091
H 2.89596 1.40936 5.32354 0.66 -0.36 -1.37 0.134
O 0.39936 3.24601 -4.62272 -0.11 0.01 -0.50 -0.333
S 1.29203 4.36111 -4.45022 1.81 0.92 0.71 0.691
O 1.87663 5.12777 -5.55080 -1.11 -0.66 0.50 -0.343
C 0.56773 5.49492 -3.23007 0.02 -0.46 0.43 -0.209
C 1.38305 5.30741 -1.93022 -0.47 -0.24 -0.02 -0.213
C 2.80641 4.88357 -2.26469 0.26 -0.64 -0.77 -0.213
C 2.74033 3.86836 -3.43049 -1.19 -0.53 0.08 -0.206
H -0.45534 5.15433 -3.04353 0.08 0.29 -0.33 0.083
H 0.60838 6.50157 -3.62210 -0.02 0.16 -0.17 0.097
H 1.32800 6.22942 -1.30531 0.03 -0.89 -0.28 0.129
H 0.94621 4.43411 -1.43025 -0.23 0.50 0.39 0.096
H 3.28805 4.35937 -1.42683 -0.01 0.57 -0.08 0.108
H 3.36247 5.74902 -2.58319 0.56 0.27 0.05 0.108
H 2.51690 2.83968 -3.05711 0.29 0.71 -0.36 0.093
H 3.55570 3.85821 -4.15589 0.10 -0.05 0.43 0.094
O -3.00179 2.24082 3.44604 -0.14 0.06 0.04 -0.305
S -1.73026 1.88883 4.02778 -1.11 0.02 -0.92 0.638
O -0.55663 2.24414 3.31757 1.84 0.26 -1.56 -0.305
C -1.52722 2.59766 5.58018 -2.71 0.73 1.83 -0.239
C -1.55412 1.41284 6.58884 0.14 1.12 0.70 -0.191
C -0.96813 0.22378 5.79549 0.04 -0.04 2.04 -0.215
C -1.70581 0.19541 4.47254 0.55 0.33 0.98 -0.215
H -2.30502 3.42736 5.66045 0.82 -1.23 0.20 0.138
H -0.57761 3.05427 5.68358 0.99 0.39 -0.41 0.088
H -0.93154 1.86624 7.40168 -0.34 -1.30 -0.24 0.122
H -2.51658 1.09438 7.04281 0.29 0.67 -0.58 0.123
H -1.11540 -0.67648 6.40668 0.01 -0.02 -0.52 0.111
H 0.11497 0.36859 5.75272 -0.06 -0.12 -0.69 0.114
H -2.73361 -0.09504 4.53782 -0.62 -0.45 0.17 0.094
H -1.18016 -0.36489 3.74536 0.36 -0.44 -1.02 0.055
O -2.03144 -2.32473 -2.41202 0.38 0.25 -0.08 -0.349
S -2.48115 -3.28097 -1.43079 -3.30 0.47 -0.63 0.685
O -1.56343 -4.13013 -0.77682 1.51 -1.10 1.39 -0.319
C -3.55591 -2.50089 -0.14820 0.03 -1.20 -1.89 -0.176
C -4.97874 -2.99071 -0.48403 0.55 1.03 0.22 -0.206
C -4.81476 -4.40063 -1.01030 -0.83 -0.16 -2.07 -0.203
C -3.78210 -4.30685 -2.19037 -0.50 1.15 1.91 -0.183
H -3.34357 -1.47047 -0.10713 -0.02 1.39 -0.16 0.071
H -3.30182 -2.92033 0.78866 0.66 -0.57 0.91 0.094
H -5.43341 -2.87146 0.49367 -0.96 -0.34 -0.24 0.092
H -5.48384 -2.36076 -1.23730 0.21 -0.13 0.43 0.131
H -5.72223 -4.81076 -1.50509 0.21 0.39 0.66 0.124
H -4.54946 -5.10222 -0.24017 0.53 -0.30 0.26 0.112
H -4.18916 -3.74689 -3.04355 0.10 -0.25 0.27 0.111
H -3.39324 -5.25872 -2.44576 0.60 -0.67 -0.47 0.065
O -1.70129 0.26264 1.01526 -0.53 0.34 0.34 -0.319
S -0.30682 -0.08637 0.96659 1.81 -1.46 0.95 0.722
O 0.26489 -0.92923 2.04153 -0.89 0.72 -0.91 -0.355
C -0.02000 -0.85019 -0.63506 0.22 0.86 0.08 -0.227
C 1.12528 -0.11378 -1.26430 2.26 -0.67 1.47 -0.217
C 1.20186 1.33217 -0.66834 -1.72 -0.04 -1.87 -0.184
C 0.80712 1.35425 0.80228 0.53 -1.55 -0.78 -0.193
H -0.86571 -0.57729 -1.19757 -1.46 0.24 -0.54 0.070
H 0.01439 -1.92443 -0.62940 0.28 -0.42 0.53 0.084
H 2.10926 -0.63208 -1.00903 -1.34 0.80 -0.22 0.079
H 1.09529 -0.11807 -2.33738 -0.30 0.20 -0.49 0.102
H 0.59203 2.03793 -1.32201 0.38 -0.81 0.97 0.128
H 2.20411 1.56976 -0.86766 1.53 0.86 0.25 0.075
H 0.27277 2.21136 1.13915 -0.16 0.66 0.27 0.056
H 1.68297 1.07708 1.41533 -0.55 0.24 -0.05 0.086
O 5.01008 1.32781 -4.03347 -0.16 1.10 -1.23 -0.313
S 5.03934 0.26468 -3.09229 2.59 0.87 1.70 0.642
O 3.82552 -0.12716 -2.46969 -1.54 -1.05 0.38 -0.312
C 5.94701 -1.09318 -3.79015 0.02 -0.42 -1.81 -0.253
C 6.97985 -1.56100 -2.81903 -2.30 1.48 2.60 -0.212
C 7.48279 -0.25295 -2.17537 -0.22 0.73 2.62 -0.184
C 6.25675 0.66950 -1.71858 -0.17 -0.58 -2.58 -0.154
H 6.44076 -0.77470 -4.72491 -0.50 0.29 0.34 0.120
H 5.22714 -1.85494 -4.04524 -0.31 -0.28 -0.14 0.098
H 6.40876 -2.17949 -2.08879 1.04 0.24 -0.12 0.108
H 7.76694 -2.06072 -3.26264 1.46 -1.28 -0.91 0.092
H 8.04398 0.30182 -2.89261 0.34 0.48 -0.79 0.094
H 8.19874 -0.37309 -1.31429 -0.87 -0.26 -0.72 0.128
H 6.37271 1.77017 -1.80321 0.37 -0.77 0.03 0.102
H 5.69294 0.41776 -0.83823 0.38 -0.39 0.52 0.045
C -2.83572 3.26514 -7.17152 1.26 -1.18 -0.82 -0.113
O -3.20519 2.22312 -6.27744 -0.21 -0.47 -0.20 -0.219
C -2.10499 1.48746 -5.72410 0.28 1.24 0.93 -0.205
C -2.42141 0.04901 -5.28436 -0.18 -0.05 -0.18 -0.390
C -3.71288 -0.10518 -4.42638 0.93 1.13 -0.57 -0.038
N -1.22731 -0.41924 -4.54100 -0.44 0.18 0.27 0.058
H -2.11623 2.88069 -7.97760 -0.53 0.36 1.16 0.102
H -2.33562 4.08193 -6.62744 -0.34 0.01 -0.32 0.086
H -3.69850 3.55029 -7.77431 -0.21 0.32 0.62 0.079
H -1.28080 1.56047 -6.44211 0.08 -0.52 0.02 0.112
H -1.70590 2.00596 -4.80722 -0.48 -0.30 -0.68 0.108
H -2.52519 -0.59253 -6.16830 -0.33 0.18 -0.10 0.130
H -4.59519 0.32230 -4.92681 0.24 -0.76 -0.18 0.083
H -3.65772 0.49280 -3.52693 0.43 0.26 0.47 0.063
H -3.75825 -1.13157 -4.09878 -0.57 -0.41 -0.17 0.048
H -1.49348 -1.08829 -3.82635 0.03 0.07 -0.15 0.010
H -0.57468 -0.87693 -5.15969 0.06 0.03 -0.11 0.059
C 3.10865 -3.92179 6.46847 -0.05 -1.10 0.94 -0.122
O 2.81792 -3.34222 5.26965 1.13 0.24 -1.17 -0.182
C 1.56561 -2.77737 5.13148 -1.22 0.81 -0.88 -0.214
C 0.49955 -3.76858 4.63082 0.60 -0.23 2.60 -0.437
C 0.78804 -4.27032 3.28119 0.17 1.34 -1.75 -0.057
N -0.83615 -3.20649 4.93910 -0.31 -1.08 -0.55 0.062
H 2.19207 -4.25594 6.90183 -0.74 -0.06 1.00 0.078
H 3.68823 -3.31137 7.14932 -0.02 0.50 0.18 0.092
H 3.64783 -4.84153 6.33445 0.63 -0.43 -0.37 0.085
H 1.10570 -2.33793 6.04419 0.82 0.08 -0.29 0.127
H 1.77284 -2.03772 4.33773 -0.78 0.32 0.40 0.124
H 0.61672 -4.64858 5.29569 -0.19 0.35 0.08 0.141
H 0.52440 -3.47495 2.55239 0.19 -0.38 0.11 0.082
H 0.15902 -5.09369 3.10726 -0.76 -1.28 -0.63 0.069
H 1.83291 -4.56185 3.09801 -0.36 0.08 0.54 0.073
H -1.13188 -2.59042 4.18963 0.03 0.09 -0.14 0.055
H -1.54271 -3.96975 4.95386 0.73 0.75 -0.03 0.091
C -4.45733 4.21815 -3.53524 -1.00 -1.62 1.33 -0.064
O -4.60155 4.06152 -2.10929 0.86 0.06 0.39 -0.183
C -3.35125 3.82488 -1.51196 1.08 0.58 0.26 -0.252
C -3.35624 3.75006 0.02284 0.76 -1.08 -0.79 -0.379
C -3.59809 5.09125 0.66556 -0.57 1.63 -0.41 -0.070
N -1.92800 3.33542 0.39057 -1.48 0.43 -1.94 0.076
H -3.57690 4.81154 -3.73432 -0.07 0.58 -0.45 0.079
H -5.45197 4.60603 -3.75127 0.47 0.42 -0.93 0.093
H -4.33846 3.20889 -3.99189 0.04 0.66 0.02 0.084
H -2.88168 2.91733 -1.88974 -0.21 -0.59 -0.19 0.115
H -2.59456 4.59358 -1.76745 -0.41 0.24 -0.16 0.114
H -4.10443 2.92762 0.17798 0.43 0.88 0.76 0.127
H -3.46802 5.10256 1.73694 -0.12 -0.40 0.47 0.059
H -4.57607 5.61257 0.44343 0.84 -0.95 0.06 0.096
H -2.81098 5.79825 0.31351 -0.41 -0.55 -0.02 0.086
H -1.89184 3.02483 1.32507 -0.19 -0.23 1.48 0.001
H -1.73937 2.48982 -0.14152 0.04 0.00 -0.02 0.040